[1]
{
  "formula": "C30H49BBaN6O3P",
  "method": "the ωB97M-V functional and the def2-TZVPD basis",
  "symbols": ["Ba", "C", "C", "C", "C", "C", "N", "N", "B", "N", "N", "C", "C", "C", "C", "C", "N", "N", "C", "C", "C", "C", "C", "H", "H", "H", "H", "H", "H", "H", "H", "H", "H", "H", "H", "H", "H", "H", "H", "H", "H", "H", "H", "H", "H", "C", "C", "C", "C", "C", "C", "C", "C", "C", "H", "H", "H", "H", "H", "H", "H", "H", "H", "H", "H", "H", "C", "C", "O", "P", "O", "C", "C", "O", "C", "C", "H", "H", "H", "H", "H", "H", "H", "H", "H", "H", "H", "H", "H", "H", "H"],
  "coordinates": [[0.957, -0.452, -0.494], [1.453, -3.200, -3.458], [0.021, -2.798, -3.321], [-1.062, -3.230, -4.089], [-2.164, -2.606, -3.541], [-3.592, -2.723, -3.958], [-1.738, -1.842, -2.513], [-0.387, -1.953, -2.377], [-2.636, -1.120, -1.488], [-2.413, 0.416, -1.499], [-1.200, 0.990, -1.278], [-1.380, 2.309, -1.328], [-0.246, 3.261, -1.137], [-2.722, 2.601, -1.584], [-3.346, 1.371, -1.690], [-4.783, 1.094, -1.980], [-2.430, -1.718, -0.070], [-1.205, -1.835, 0.506], [-1.386, -2.407, 1.691], [-0.235, -2.688, 2.601], [-2.747, -2.662, 1.900], [-3.378, -2.209, 0.758], [-4.834, -2.246, 0.432], [1.526, -4.251, -3.738], [1.967, -2.622, -4.229], [1.987, -3.075, -2.515], [-1.053, -3.915, -4.921], [-3.657, -3.342, -4.850], [-4.199, -3.184, -3.178], [-4.025, -1.749, -4.184], [-3.772, -1.307, -1.792], [0.665, 2.733, -0.850], [-0.039, 3.819, -2.051], [-0.464, 3.984, -0.350], [-3.181, 3.569, -1.693], [-5.315, 2.036, -2.096], [-4.899, 0.519, -2.899], [-5.258, 0.530, -1.177], [0.716, -2.583, 2.073], [-0.225, -2.004, 3.452], [-0.282, -3.704, 2.990], [-3.211, -3.128, 2.753], [-5.374, -2.720, 1.249], [-5.241, -1.244, 0.294], [-5.027, -2.811, -0.480], [2.254, 0.429, -4.196], [2.954, 0.469, -2.865], [2.947, 1.629, -2.086], [3.571, 1.676, -0.840], [3.636, 2.957, -0.057], [4.187, 0.520, -0.359], [4.235, -0.648, -1.118], [4.972, -1.863, -0.624], [3.613, -0.655, -2.368], [2.838, -0.127, -4.929], [2.088, 1.434, -4.582], [1.278, -0.060, -4.112], [2.473, 2.522, -2.478], [4.429, 3.592, -0.458], [3.852, 2.766, 0.992], [2.704, 3.519, -0.122], [4.657, 0.545, 0.618], [4.523, -2.784, -0.997], [4.998, -1.901, 0.465], [6.006, -1.844, -0.972], [3.660, -1.551, -2.975], [-0.188, 3.734, 5.245], [1.035, 3.298, 4.476], [0.781, 2.014, 3.856], [0.899, 1.883, 2.252], [-0.212, 0.711, 1.978], [-1.617, 1.079, 2.071], [-2.193, 0.696, 3.413], [2.189, 0.894, 2.055], [2.510, -0.146, 3.013], [3.655, 0.292, 3.894], [0.009, 4.676, 5.758], [-0.459, 2.988, 5.991], [-1.034, 3.882, 4.573], [1.895, 3.166, 5.133], [1.303, 4.028, 3.708], [-2.115, 0.554, 1.257], [-1.711, 2.154, 1.881], [-2.102, -0.377, 3.571], [-3.254, 0.948, 3.435], [-1.693, 1.221, 4.226], [2.789, -1.028, 2.429], [1.624, -0.395, 3.596], [4.528, 0.555, 3.296], [3.935, -0.514, 4.574], [3.368, 1.157, 4.491]],
  "fmax_ev_per_a": 0.4,
  "homo_ha": -0.40075,
  "e_tot_ev": -57650.4230,
  "orbital_gap_ev": 8.80,
  "de_lowest_kj_mol": 0.0,
  "charge": 1
}


[2]
{
  "formula": "C22H44O30S7",
  "method": "the ωB97M-V functional and the def2-TZVPD basis",
  "symbols": ["O", "S", "O", "O", "C", "C", "O", "H", "H", "H", "H", "O", "S", "O", "O", "C", "C", "O", "H", "H", "H", "H", "O", "S", "O", "O", "C", "C", "O", "H", "H", "H", "H", "O", "S", "O", "O", "C", "C", "O", "H", "H", "H", "H", "O", "S", "O", "O", "C", "C", "O", "H", "H", "H", "H", "O", "S", "O", "O", "C", "C", "O", "H", "H", "H", "H", "O", "S", "O", "O", "C", "C", "O", "H", "H", "H", "H", "C", "C", "C", "O", "C", "H", "H", "H", "H", "H", "H", "H", "H", "C", "C", "C", "O", "C", "H", "H", "H", "H", "H", "H", "H", "H"],
  "coordinates": [[-4.612, 3.981, 5.217], [-4.321, 2.623, 4.900], [-5.299, 1.619, 5.164], [-3.771, 2.482, 3.381], [-2.388, 2.850, 3.352], [-1.809, 2.263, 4.617], [-2.882, 2.210, 5.574], [-1.951, 2.422, 2.456], [-2.343, 3.938, 3.427], [-1.112, 2.951, 5.096], [-1.321, 1.294, 4.511], [-4.846, 4.441, -3.458], [-5.229, 3.688, -2.299], [-6.379, 4.124, -1.549], [-5.266, 2.113, -2.595], [-4.669, 1.359, -1.525], [-4.017, 2.375, -0.571], [-3.923, 3.579, -1.323], [-5.476, 0.830, -1.021], [-3.926, 0.718, -1.997], [-3.018, 2.092, -0.246], [-4.621, 2.527, 0.325], [3.015, -1.749, -2.668], [3.567, -0.725, -3.495], [4.223, 0.354, -2.829], [4.515, -1.386, -4.586], [3.878, -1.649, -5.837], [2.400, -1.256, -5.641], [2.467, -0.250, -4.612], [4.398, -1.108, -6.627], [4.068, -2.695, -6.078], [1.713, -2.007, -5.251], [1.988, -0.756, -6.512], [-1.357, -0.895, -6.527], [-2.397, -0.887, -5.552], [-2.028, -1.040, -4.167], [-3.284, 0.412, -5.718], [-4.662, 0.175, -5.442], [-4.857, -1.241, -6.019], [-3.622, -1.897, -5.946], [-4.911, 0.267, -4.388], [-5.272, 0.862, -6.022], [-5.221, -1.176, -7.043], [-5.621, -1.707, -5.392], [0.754, 3.837, 3.357], [2.142, 3.851, 2.977], [2.492, 4.084, 1.609], [2.990, 4.879, 3.941], [3.890, 4.163, 4.769], [3.518, 2.687, 4.775], [2.926, 2.503, 3.491], [4.940, 4.344, 4.549], [3.764, 4.518, 5.796], [2.837, 2.444, 5.589], [4.412, 2.074, 4.842], [4.292, -4.501, 0.686], [3.950, -3.130, 0.501], [2.692, -2.757, -0.091], [4.220, -2.288, 1.846], [4.593, -0.959, 1.541], [5.270, -1.020, 0.133], [5.180, -2.395, -0.240], [3.660, -0.404, 1.405], [5.198, -0.479, 2.300], [6.306, -0.719, 0.271], [4.768, -0.438, -0.635], [1.003, -4.195, -4.024], [0.461, -4.374, -2.723], [1.180, -5.219, -1.800], [-0.009, -2.963, -2.095], [-1.143, -3.122, -1.297], [-1.985, -4.147, -2.080], [-1.060, -4.923, -2.829], [-0.882, -3.527, -0.313], [-1.676, -2.189, -1.137], [-2.575, -3.583, -2.810], [-2.723, -4.700, -1.503], [0.857, 0.926, -1.232], [1.259, 1.136, 0.207], [0.375, 0.143, 0.966], [-0.774, -0.015, 0.101], [-0.630, 0.666, -1.156], [1.379, 0.066, -1.640], [1.095, 1.829, -1.798], [1.185, 2.135, 0.631], [2.306, 0.838, 0.322], [0.061, 0.597, 1.904], [0.875, -0.821, 1.069], [-1.269, 1.553, -1.200], [-0.944, -0.027, -1.940], [0.555, -2.588, 3.825], [1.612, -2.187, 4.879], [1.202, -0.742, 5.245], [0.248, -0.367, 4.252], [-0.491, -1.506, 3.897], [0.094, -3.574, 3.903], [1.058, -2.520, 2.859], [2.578, -2.262, 4.381], [1.647, -2.850, 5.743], [2.017, -0.019, 5.218], [0.744, -0.676, 6.236], [-0.917, -1.439, 2.891], [-1.331, -1.774, 4.549]],
  "smiles": "O=S1(=O)OCCO1.O=S1(=O)OCCO1.O=S1(=O)OCCO1.O=S1(=O)OCCO1.O=S1(=O)OCCO1.O=S1(=O)OCCO1.O=S1(=O)OCCO1.C1CCOC1.C1CCOC1",
  "fmax_ev_per_a": 2.3,
  "homo_ha": -0.36092,
  "e_tot_ev": -160790.9202,
  "orbital_gap_ev": 9.81,
  "de_lowest_kj_mol": 57.0
}